[1]
Entry from OMol25: a structure of composition C22H24CdN4O3S (ωB97M-V/def2-TZVPD).

```
55
Properties=species:S:1:pos:R:3:forces:R:3
C 4.869719 -3.159200 -1.149782 -0.5568 1.8472 -1.8085
C 5.139407 -4.082623 -0.173112 0.1100 -2.0451 1.5683
H 5.258342 -2.136401 -1.117921 0.8608 -0.5586 -0.6881
H 4.164578 -3.384102 -1.964955 -0.4690 0.4117 0.8496
C 4.104441 -4.426572 0.776909 -0.2489 -0.4496 -0.5443
C 3.064764 -3.579356 1.000569 0.1227 -0.0794 -0.3695
H 3.003309 -2.630584 0.462300 0.0374 -0.2100 0.3444
H 2.287912 -3.847825 1.709333 0.0124 0.1196 -0.0810
C 6.431036 -4.873553 -0.109693 0.6030 0.7989 0.6426
H 7.191478 -4.492270 -0.800178 -0.2554 -0.0210 0.0969
H 6.272050 -5.937049 -0.351732 -0.2055 0.3733 -0.0041
H 6.852953 -4.840560 0.906126 0.0218 -0.1538 -0.2280
C 4.187021 -5.730695 1.526765 -0.2148 -0.0167 0.1609
H 5.040328 -5.780631 2.216114 -0.1702 0.0305 -0.2217
H 4.259291 -6.572003 0.824419 0.0548 0.1610 0.2153
H 3.267110 -5.846453 2.107030 0.2227 -0.1603 0.0384
Cd -1.637826 1.492327 0.414512 -0.3050 0.7890 0.0133
O -0.139522 -0.128983 0.285465 -0.2927 -0.7101 -1.9222
C -0.246498 -0.698303 -0.845664 -0.9157 1.0266 2.2394
O -3.013246 -0.192186 -0.233944 0.8069 -1.2221 -0.5645
C -2.609485 -1.271198 -0.719346 -0.4730 0.3172 0.6715
O -3.411361 -2.280045 -1.009491 1.0183 0.4405 -0.2476
N -1.304720 -1.581064 -1.062172 0.0525 0.2409 0.2756
C -2.632393 -3.334100 -1.695372 -1.1617 -0.6144 -0.2676
C -1.190961 -2.903450 -1.699203 0.7671 0.3046 0.2943
H -3.026171 -3.433818 -2.711144 -0.1470 0.0964 0.3280
H -2.782739 -4.271386 -1.153231 -0.1238 0.3139 -0.0547
H -0.756912 -2.826508 -2.701215 -0.1353 -0.0761 0.1746
H -0.571962 -3.563267 -1.075603 -0.0552 0.2910 -0.2356
C 0.520841 -0.339451 -1.990816 1.3045 0.1928 -0.8749
C 1.555969 0.520934 -1.913029 -0.1812 -0.7795 -0.1962
H 0.198177 -0.756615 -2.949002 0.3006 0.0920 0.3278
H 1.888616 0.979901 -0.980348 -0.0914 -0.2944 -0.2035
H 2.098976 0.745805 -2.831654 -0.0295 0.0996 0.2871
N -2.624731 5.618199 0.820430 0.5987 -0.2467 -0.2616
C -3.625185 5.229723 1.714600 0.1622 -0.4699 -0.3042
C -4.729310 5.901203 2.203446 -0.5939 0.0015 0.6201
C -5.629480 5.153226 2.984084 0.5272 0.3853 -0.3727
C -5.416757 3.785019 3.245454 0.5789 -0.3855 -0.1984
C -4.309366 3.111259 2.714682 -0.1034 0.3226 0.1035
C -3.423444 3.858532 1.937211 -0.3438 0.2242 -0.1461
N -2.344438 3.445968 1.166928 0.9574 0.3221 -0.8779
C -1.879444 4.530782 0.502250 -1.6131 -0.7551 1.1363
C -0.868255 4.440452 -0.529802 1.0245 0.1202 -1.2238
C -0.259210 5.473123 -1.212950 -0.1160 -0.9646 0.4513
S 0.838071 4.845464 -2.389150 -0.9703 -0.1766 0.3432
C 0.331021 3.245546 -2.014176 -0.5713 0.8087 0.9192
N -0.514967 3.171753 -0.987454 0.2542 0.0339 -0.7560
H -2.486983 6.541169 0.416475 -0.1938 -0.3170 0.2557
H -4.860112 6.959932 1.976082 -0.2007 -0.3118 0.2057
H -6.515326 5.633739 3.399018 0.2864 -0.0801 -0.1513
H -6.125461 3.239425 3.870845 0.2057 0.2016 -0.2419
H -4.093651 2.050655 2.864584 -0.3741 0.2911 0.1416
H -0.446842 6.524275 -1.044138 0.3845 -0.0172 -0.1437
H 0.651348 2.401844 -2.629355 -0.1625 0.4577 0.4847
```
Forces are in eV/Å.

## Properties
* total energy: -50688.71523 eV
* frontier orbital gap (alpha / beta): 3.269 / 4.140 eV
* charge: +2
* E_LUMO (alpha / beta): -7.49 / -7.49 eV

=====

[2]
Entry from OMol25: a structure of composition C22H24Cl4F6HgN4P (ωB97M-V/def2-TZVPD).

```
62
Properties=species:S:1:pos:R:3:forces:R:3
Hg -1.814470 -31.736130 16.442010 1.6855 0.7939 -0.1144
P -3.831190 -33.208280 18.506110 -1.0082 -1.6036 4.5820
F -2.601720 -34.267510 18.632920 -0.7651 -0.3983 -1.6325
F -3.950500 -33.384580 20.165710 -0.0954 0.5413 -2.0816
F -2.672030 -32.077640 18.652440 0.6967 1.1761 0.8872
F -4.910290 -32.038550 18.550720 -0.4820 -0.1975 -0.3034
F -3.643010 -32.929470 16.907070 -1.3052 -1.9243 -0.5647
F -4.983160 -34.385430 18.266350 1.6948 1.5758 -0.2507
N -1.214740 -33.708920 15.272690 1.3984 -1.9856 -0.2836
C -2.032050 -34.548390 14.582490 -0.1187 0.5970 0.1309
C -1.677050 -35.814230 14.119860 -1.5148 1.4178 -0.4595
C -0.443430 -36.280050 14.366670 0.5014 -1.7506 0.1378
C 0.406590 -35.534190 15.130310 0.6546 0.7150 0.0163
C 0.029640 -34.263240 15.511070 -0.4712 0.4866 -0.2976
H -3.016760 -34.193700 14.316140 -0.1436 0.2862 0.2898
H -2.353310 -36.376210 13.492760 -0.2460 0.0940 0.1864
H -0.228330 -37.268000 13.987070 0.5265 -0.0390 0.0771
H 1.417700 -35.855040 15.333070 -0.0027 -0.0265 0.1088
H 0.843470 -33.677500 15.912280 -0.5327 0.5708 0.5083
N 0.297870 -31.993340 18.017280 0.6973 -1.2255 1.1031
C 1.219120 -31.040420 18.122910 -0.3622 1.1845 0.8689
C 2.118220 -30.911990 19.204510 0.0041 0.9385 -1.9556
C 2.206680 -31.898380 20.095600 -0.5934 -1.2814 1.8886
C 1.234270 -32.894660 20.079730 -0.1182 -0.8901 -1.0376
C 0.342950 -32.957260 19.012990 0.2387 1.0119 -0.5622
H 1.121550 -30.208310 17.441380 0.1846 -0.0632 -0.3696
H 2.793630 -30.090130 19.390990 -0.0864 0.3617 -0.8671
H 2.964140 -31.812420 20.860630 -0.0953 -0.3246 0.2588
H 1.208470 -33.711950 20.785250 0.0676 0.0904 0.1678
H -0.341330 -33.786880 18.913610 -0.2291 0.1308 0.0708
N -1.539840 -29.510550 17.259930 -0.0093 2.1675 0.9932
C -1.194580 -29.152530 18.544190 -0.0667 0.3988 -0.7242
C -0.935950 -27.832680 18.955720 -1.1349 -1.0638 -0.8343
C -1.257690 -26.817860 18.067920 1.0146 0.6800 -0.0481
C -1.684750 -27.111000 16.788380 -0.6271 -1.0952 -0.0885
C -1.787960 -28.440660 16.425630 0.0083 -1.5217 0.6403
H -1.150030 -29.878190 19.342840 0.1192 -0.6866 -0.4876
H -0.670260 -27.697240 19.993730 0.1387 0.3085 -0.0927
H -1.070990 -25.776750 18.286150 -0.2284 0.0845 0.4488
H -2.081130 -26.388600 16.090220 0.4156 0.2828 0.0519
H -2.155390 -28.723050 15.450110 0.1053 0.0405 -0.1821
N -3.398400 -31.135270 14.828600 -2.1483 -0.1951 -2.5303
C -3.139170 -31.515970 13.531990 1.1224 1.8193 0.9765
C -3.913350 -31.205760 12.422530 0.7506 -0.5313 1.2666
C -5.112400 -30.538610 12.620200 -0.1289 -1.3387 -0.7033
C -5.517230 -30.263370 13.908200 0.9819 -0.2773 1.0917
C -4.652870 -30.606880 14.974560 0.3334 -0.5772 -0.1794
H -2.128260 -31.869200 13.391640 -0.0066 -0.4973 -0.1223
H -3.505800 -31.572490 11.492040 -0.4608 0.2371 -0.3074
H -5.765900 -30.554240 11.760500 -0.3059 0.9163 0.0442
H -6.482510 -29.841760 14.146680 -0.0343 -0.0670 -0.0553
H -5.029680 -30.646640 15.985910 0.0529 0.6785 0.2458
C -7.516840 -33.056520 20.270280 0.1931 0.6835 0.0719
Cl -9.055730 -33.846220 20.576530 -0.1842 -0.3624 -0.2791
Cl -6.535260 -33.042530 21.732430 0.1270 0.0488 0.2673
H -6.921660 -33.517430 19.481980 -0.4357 -0.1617 0.1252
H -7.753980 -32.020030 20.030370 0.1748 -0.1925 -0.0747
C -3.828980 -36.805810 16.888100 -0.2236 0.1087 -0.1805
Cl -2.532210 -37.611600 17.778990 -0.0990 -0.0074 -0.2863
Cl -4.394920 -37.742150 15.428830 0.3380 0.5526 0.9132
H -4.652840 -36.628650 17.579460 0.0106 -0.3760 -0.3368
H -3.466870 -35.832810 16.556070 0.0275 -0.3184 -0.1261
```
Forces are in eV/Å.

## Properties
* total energy: -109020.65072 eV
* frontier orbital gap: 8.526 eV
* charge: +1
* E_LUMO: -3.25 eV

=====

[3]
Entry from OMol25: the molecule C22H24F3N3O5 (ωB97M-V/def2-TZVPD).

```
57
Properties=species:S:1:pos:R:3:forces:R:3
O 3.017509 3.259520 -0.176271 0.2538 0.2285 0.0043
C 2.071220 2.594173 -0.524954 -0.6312 0.1170 -0.0731
C 0.819341 3.252332 -1.125913 0.4135 0.1458 -0.4636
O -0.357750 3.052659 -0.359248 -0.1927 -0.0319 0.2598
C -1.140863 2.008898 -0.675863 0.1992 -0.2626 -0.3685
O -0.792184 1.194949 -1.528209 -0.0866 0.2969 0.1111
C -2.364044 1.940091 0.106644 -0.2537 0.0441 0.2187
C -2.525655 2.813171 1.192651 -0.0688 -0.0820 -0.0306
C -3.627637 2.743855 2.006956 0.0250 0.1292 0.1620
C -4.593688 1.768956 1.761714 0.1397 0.0540 -0.1161
C -4.470241 0.904783 0.702801 -0.1606 -0.0934 -0.0141
C -3.372938 0.976021 -0.175110 0.2255 0.2343 0.0731
N -3.264641 0.162074 -1.248620 0.3532 -0.1816 -0.3598
C -4.271839 -0.732881 -1.753596 -0.0897 -0.6217 0.2389
C -4.058166 -2.200763 -1.322131 -0.1831 0.3536 -0.3108
O -4.122401 -2.384133 0.066052 -0.0308 0.1119 0.3386
N 1.994322 1.239482 -0.454056 -0.2704 -0.3913 -0.0390
C 3.029599 0.359229 -0.117378 0.3703 -0.1455 0.1802
C 4.359842 0.751976 -0.151888 0.1553 -0.0640 0.0354
C 5.365536 -0.176569 0.079215 -0.0506 -0.1642 -0.0284
C 6.793848 0.282127 0.057164 0.3173 0.0699 0.0681
F 7.661681 -0.722960 -0.148649 -0.0742 -0.2680 -0.0250
F 7.035707 1.189969 -0.901162 -0.1798 0.1348 -0.1488
F 7.163296 0.856503 1.219200 -0.1353 0.0555 0.1501
C 5.059241 -1.503289 0.337600 0.1727 0.2580 -0.0532
C 3.734280 -1.891505 0.393292 -0.1767 0.0941 0.0499
C 2.703736 -0.977678 0.196064 0.3673 0.1385 -0.0028
N 1.348982 -1.341003 0.250607 -0.1521 -0.0012 -0.1815
C 0.600333 -0.842421 1.397453 -0.3976 -0.0696 0.1230
C -0.889998 -0.975388 1.093199 0.2377 0.4445 0.2025
O -1.251508 -2.308656 0.796708 -0.1365 -0.1671 0.1504
C -0.488727 -2.794474 -0.287035 0.3050 -0.2730 -0.1980
C 1.009158 -2.732628 0.015969 -0.3923 0.0356 -0.1389
H 0.669417 2.866094 -2.142034 0.0272 0.1364 0.1724
H 0.986102 4.330986 -1.148888 0.0385 -0.2356 0.0490
H -1.751178 3.538890 1.382458 0.0212 0.0616 0.0352
H -3.737083 3.422024 2.838208 0.0151 0.0625 0.0769
H -5.447862 1.684920 2.417146 -0.0851 -0.0333 0.0403
H -5.211337 0.135920 0.560913 -0.0342 -0.0806 -0.0225
H -2.411946 0.253056 -1.786813 -0.1270 0.0544 0.1281
H -4.252301 -0.696488 -2.847007 -0.0687 0.0460 0.0410
H -5.256772 -0.404604 -1.418419 0.0119 -0.0108 -0.1091
H -3.105967 -2.564534 -1.726459 -0.0219 0.0094 -0.0317
H -4.866606 -2.798196 -1.755415 0.1068 0.0024 -0.0674
H -3.248114 -2.233602 0.455534 0.0536 -0.0920 -0.1063
H 1.141006 0.788345 -0.774805 0.0707 0.1339 -0.0511
H 4.610461 1.776096 -0.374340 -0.0143 0.0063 -0.0182
H 5.845236 -2.222644 0.504398 0.0629 -0.0573 0.0029
H 3.501878 -2.920519 0.615162 -0.0797 -0.1080 0.0225
H 0.846662 0.203168 1.583332 -0.0204 -0.0062 0.0084
H 0.844798 -1.426072 2.299700 0.0363 0.0761 -0.0232
H -1.493477 -0.670376 1.949298 0.0311 0.0426 -0.0380
H -1.126638 -0.346831 0.230063 0.0099 -0.0705 0.1124
H -0.809790 -3.824255 -0.450985 0.0337 0.0497 -0.0517
H -0.690816 -2.191091 -1.184746 0.0121 -0.0742 0.0436
H 1.571826 -3.101331 -0.842573 -0.0137 -0.0444 0.0304
H 1.217173 -3.365359 0.893093 0.0611 0.0023 -0.0574
```
Forces are in eV/Å.

## Properties
* SMILES: O=C(COC(=O)c1ccccc1NCCO)Nc1cc(C(F)(F)F)ccc1N1CCOCC1
* total energy: -46065.35243 eV
* frontier orbital gap: 8.349 eV
* E_LUMO: 0.15 eV

=====

[4]
Entry from OMol25: the molecule C22H24F4N4S4 (ωB97M-V/def2-TZVPD).

```
58
Properties=species:S:1:pos:R:3:forces:R:3
F -2.641578 -6.341092 8.520760 -0.3102 0.2323 0.2824
C -1.818449 -6.866797 7.592048 0.5845 0.5253 -0.5889
F -1.791320 -8.188044 7.801898 -0.0839 -0.5519 -0.0478
S -2.398380 -6.521881 5.890078 0.1228 -0.0783 0.3250
C -1.516864 -5.004420 5.595129 -0.2355 -0.3722 0.1375
C -1.446048 -4.005031 6.557227 0.1138 0.0390 -0.1173
C -0.768476 -2.836521 6.278966 0.0877 0.0838 -0.1579
C -0.176113 -2.629066 5.030451 -0.3705 -0.5325 -0.0056
N 0.501284 -1.435344 4.819067 0.0558 0.2110 0.2028
C 0.810083 -0.777127 3.661538 -0.0229 0.0758 -0.0295
S 1.927717 0.438128 3.735526 0.4558 0.4811 0.0754
N 0.178614 -1.135005 2.528535 -0.1311 -0.2138 0.3993
C 0.390225 -0.455334 1.268723 -0.1777 0.0895 -0.2933
C -0.515939 0.772570 1.132531 0.4012 0.0548 0.0056
C -0.259678 1.469599 -0.198648 -0.3057 -0.1690 -0.0387
C -0.497402 0.502464 -1.355980 0.1690 -0.0843 0.2982
N -0.265338 1.181132 -2.612613 0.1526 0.2080 -0.4098
C -0.899731 0.841663 -3.750032 0.0263 -0.0707 0.0597
S -2.073538 -0.319656 -3.824573 -0.4883 -0.4684 -0.0829
N -0.546007 1.469693 -4.910611 -0.0865 -0.1501 -0.2169
C 0.257593 2.580755 -5.132129 0.4036 0.4776 0.0104
C 0.907678 2.685132 -6.365335 -0.0603 -0.0828 0.1196
C 1.716666 3.765492 -6.645557 -0.1378 -0.0716 0.0944
C 1.868222 4.766763 -5.698229 0.4126 0.6163 -0.1286
S 2.898789 6.184555 -6.058951 -0.3391 -0.0225 -0.1717
C 1.718214 7.088991 -7.112578 0.7050 0.1406 0.3548
F 0.565330 7.329794 -6.462363 -0.3699 0.1348 0.2179
F 1.393932 6.386785 -8.214258 -0.0811 -0.2213 -0.4254
C 1.207575 4.696337 -4.483416 0.0594 -0.0931 -0.1379
C 0.401793 3.610852 -4.199849 -0.1264 -0.1425 0.0114
C 0.401415 -0.730833 -1.217487 -0.4009 -0.0496 -0.0037
C 0.147023 -1.425320 0.115226 0.3081 0.1654 0.0353
C -0.248203 -3.645393 4.074908 0.0801 0.1788 0.0256
C -0.914859 -4.820517 4.358427 -0.1266 -0.0226 0.2246
H -0.811125 -6.450995 7.741919 -0.2509 -0.0674 -0.0763
H -1.922563 -4.129051 7.517314 -0.0710 -0.0121 0.0716
H -0.703928 -2.064357 7.031070 -0.0148 0.1236 0.0647
H 0.864458 -0.976543 5.644688 0.0345 -0.0280 -0.2659
H -0.669404 -1.678631 2.608660 0.0748 -0.0627 0.0240
H 1.434822 -0.125416 1.266715 -0.1540 -0.0640 -0.0389
H -1.561447 0.460668 1.191565 -0.0789 -0.0410 0.0253
H -0.314266 1.458940 1.956139 -0.0460 -0.0492 0.0407
H -0.919192 2.333290 -0.297900 0.0468 0.0549 -0.0502
H 0.773576 1.824261 -0.226665 0.0979 0.0930 -0.0026
H -1.544061 0.180153 -1.365380 0.1577 0.0619 0.0393
H 0.604116 1.690583 -2.689985 -0.0741 0.0635 -0.0219
H -0.931401 1.026101 -5.734603 -0.0213 0.0237 0.2618
H 0.775653 1.906714 -7.101990 0.0064 -0.1291 -0.0553
H 2.222077 3.838201 -7.595787 0.0467 0.0055 -0.0541
H 2.172742 8.042217 -7.412632 -0.0601 -0.2003 0.0738
H 1.312314 5.497686 -3.768959 -0.0106 0.0800 0.0516
H -0.153987 3.592725 -3.275757 -0.0416 -0.0256 0.0627
H 1.448603 -0.424415 -1.279546 0.0750 0.0359 -0.0258
H 0.194709 -1.417326 -2.039901 0.0453 0.0475 -0.0452
H 0.805295 -2.290302 0.213372 -0.0438 -0.0545 0.0487
H -0.886867 -1.777592 0.147287 -0.0983 -0.0919 0.0050
H 0.258519 -3.542215 3.128743 0.0350 0.0180 -0.0638
H -0.962869 -5.608016 3.623202 0.0616 -0.0988 -0.0933
```
Forces are in eV/Å.

## Properties
* SMILES: FC(F)Sc1ccc(NC(=S)N[C@H]2CC[C@H](NC(=S)Nc3ccc(SC(F)F)cc3)CC2)cc1
* total energy: -83376.71033 eV
* frontier orbital gap: 8.687 eV
* E_LUMO: 0.36 eV

=====

Quick rundown of M, same order as above: 536.938, 831.826, 467.444, 548.722 u